# 1
# C14H7ClIrNO6

C14H7ClIrNO6 as an isolated structure (ωB97M-V/def2-TZVPD, the Open Molecules 2025 dataset).

```
! RIJCOSX wB97M-V def2-TZVPD def2/J DEFGRID3
* xyz 0 1
Ir -0.634 -0.277 -0.232
O -3.095 -2.415 2.461
C -2.110 -2.013 1.904
O -2.585 -0.555 -0.361
C -1.203 -0.979 2.501
C -1.103 -0.784 3.864
C -0.090 0.036 4.352
C 0.838 0.580 3.477
C 0.681 0.363 2.122
N -0.359 -0.347 1.675
C 1.691 0.715 1.032
O 2.699 1.309 1.329
O 1.359 0.215 -0.117
H -1.800 -1.290 4.518
H -0.006 0.207 5.416
H 1.691 1.161 3.798
Cl -6.813 2.266 0.113
C -5.094 2.072 -0.086
C -4.292 3.199 -0.199
C -2.922 3.051 -0.354
C -2.368 1.781 -0.391
O -1.035 1.577 -0.572
C -3.194 0.653 -0.281
C -1.601 -2.767 0.668
O -0.709 -2.395 -0.079
C -4.565 0.793 -0.127
H -4.741 4.181 -0.164
H -2.272 3.912 -0.448
H -2.058 -3.755 0.536
H -5.195 -0.082 -0.048
*
```

Output
ΔE to the lowest compared entry with this formula, charge and spin: 126.9 kJ/mol
Total energy: -43766.816 eV
Frontier orbital gap: 5.817 eV
Largest force on an atom: 0.17 eV/A

# 2
# C14H7I2N3O5Ru

C14H7I2N3O5Ru as an isolated structure in a non-equilibrium geometry (ωB97M-V/def2-TZVPD, the Open Molecules 2025 dataset).

```
! RIJCOSX wB97M-V def2-TZVPD def2/J DEFGRID3
* xyz 2 1
Ru -0.001 -0.014 0.000
O 4.086 4.054 0.000
C 4.656 2.901 0.000
O 5.842 2.703 0.000
C 3.776 1.659 0.000
C 4.258 0.350 0.000
N 3.204 -0.469 0.000
N 2.054 0.208 0.000
C 2.378 1.513 0.000
C 1.231 2.499 0.000
O 1.430 3.689 0.000
O 0.097 1.882 0.000
H 3.090 4.109 0.000
H 5.279 0.013 0.000
H 3.222 -1.485 0.000
I -0.126 -5.135 0.000
C -1.724 -3.778 0.000
C -3.061 -4.163 0.000
C -4.087 -3.226 0.000
I -6.070 -3.925 0.000
C -3.800 -1.823 0.000
C -4.737 -0.774 0.000
C -4.292 0.533 0.000
C -2.921 0.811 0.000
N -2.013 -0.155 0.000
C -2.437 -1.444 0.000
C -1.374 -2.409 0.000
O -0.168 -1.974 0.000
H -3.294 -5.218 0.000
H -5.795 -0.995 0.000
H -4.999 1.349 0.000
H -2.562 1.834 0.000
*
```

Output
ΔE to the lowest compared entry with this formula, charge and spin: 47.9 kJ/mol
Total energy: -48103.587 eV
Frontier orbital gap (alpha / beta): 4.094 / 4.069 eV
Largest force on an atom: 3.18 eV/A

# 3
# C14H7MgN3O4

C14H7MgN3O4 as an isolated structure in a non-equilibrium geometry (ωB97M-V/def2-TZVPD, the Open Molecules 2025 dataset).

```
! RIJCOSX wB97M-V def2-TZVPD def2/J DEFGRID3
* xyz 2 1
O 1.280 2.968 0.981
C 0.761 1.956 0.848
Mg -0.272 -0.099 0.322
O 3.474 -0.645 0.464
C 2.335 -0.561 0.402
C -0.679 1.140 -1.563
O -0.873 1.792 -2.488
C -0.194 -1.889 -1.167
O -0.156 -2.683 -1.995
N -7.462 -5.367 6.268
C -6.741 -4.668 5.654
C -5.849 -3.804 4.915
C -4.607 -4.286 4.464
C -3.726 -3.435 3.794
C -4.065 -2.080 3.685
C -5.305 -1.581 4.099
C -6.220 -2.469 4.676
N -3.129 -1.174 3.141
C -3.125 0.222 3.272
C -2.090 0.693 2.522
N -1.455 -0.395 1.920
C -2.085 -1.505 2.341
H -4.341 -5.328 4.636
H -2.771 -3.802 3.414
H -5.559 -0.525 3.960
H -7.216 -2.117 4.958
H -3.840 0.730 3.881
H -1.763 1.710 2.385
H -1.826 -2.527 2.071
*
```

Output
ΔE to the lowest compared entry with this formula, charge and spin: 0.0 kJ/mol
Total energy: -32720.498 eV
Frontier orbital gap: 6.032 eV
Largest force on an atom: 4.92 eV/A